Formula: C3H5N5
Source: the Open Molecules 2025 dataset
Level of theory: wB97M-V/def2-TZVPD

## Properties
E_HOMO	-9.17	eV
LUMO level	-0.0022	Eh
2S+1	1
ΔE to the lowest compared entry with this formula, charge and spin	84.8	kcal per mole
SMILES	[H]/N=C1C=N/C(=N/N)N\1

Geometry as XYZ:
```
13
Properties=species:S:1:pos:R:3:lowdin_charge:R:1
C 0.683 0.597 -0.001 -0.379
C -1.431 -0.178 0.021 -0.399
C -1.439 1.289 -0.056 -0.105
H 3.518 -0.506 -0.287 0.154
H 2.245 -1.065 0.778 -0.001
H 0.411 -1.521 -0.399 0.195
H -3.322 -0.821 0.044 0.027
H -2.186 2.007 -0.147 0.101
N 2.449 -0.605 0.014 -0.009
N 1.880 0.672 0.166 0.035
N -0.144 -0.546 -0.394 0.112
N -2.370 -1.079 0.229 0.119
N -0.294 1.756 0.031 0.148
```

Formula: C3H5N5
Source: the Open Molecules 2025 dataset
Level of theory: wB97M-V/def2-TZVPD

## Properties
E_HOMO	-10.65	eV
LUMO level	-0.0290	Eh
2S+1	1
ΔE to the lowest compared entry with this formula, charge and spin	133.1	kcal per mole

Geometry as XYZ:
```
13
Properties=species:S:1:pos:R:3:lowdin_charge:R:1
C -1.732 -1.133 -0.008 -0.087
C -0.984 0.283 -0.190 -0.305
C 2.343 0.676 0.046 -0.324
H -0.808 -1.991 -0.434 0.123
H -2.817 -1.249 -0.375 0.058
H -1.790 -1.214 1.437 0.183
H -1.094 2.274 -0.083 -0.018
H 3.177 1.281 -0.006 0.088
N -1.638 1.491 0.022 0.147
N 0.467 0.074 -0.243 -0.178
N 1.173 1.175 -0.074 0.115
N 2.539 -0.599 0.061 0.097
N 1.164 -1.067 -0.154 0.101
```

Formula: C3H5N5O
Source: the Open Molecules 2025 dataset
Level of theory: wB97M-V/def2-TZVPD

## Properties
E_HOMO	-9.58	eV
LUMO level	0.0179	Eh
2S+1	1
ΔE to the lowest compared entry with this formula, charge and spin	171.9	kcal per mole

Geometry as XYZ:
```
14
Properties=species:S:1:pos:R:3:lowdin_charge:R:1
C -0.991 -1.061 1.280 -0.068
C -0.282 -0.706 -0.044 -0.350
C 0.890 0.275 -2.170 -0.162
H -1.128 1.405 2.898 0.033
H -1.225 -2.145 1.540 0.136
H 0.869 1.368 -3.027 0.188
H 2.276 -0.381 -0.858 0.097
H 0.465 1.229 0.343 0.155
N -1.523 -0.307 2.145 0.051
N -0.514 -1.144 -1.104 0.088
N -0.258 -0.226 -2.130 0.022
N 1.636 0.338 -0.868 -0.030
N 0.679 0.311 -0.099 -0.093
O -0.894 1.045 2.094 -0.068
```

Formula: C3H5N5O
Source: the Open Molecules 2025 dataset
Level of theory: wB97M-V/def2-TZVPD

## Properties
E_HOMO (alpha / beta)	-7.81 / -10.25	eV
LUMO level (alpha / beta)	0.0174 / -0.1172	Eh
2S+1	3
ΔE to the lowest compared entry with this formula, charge and spin	0.0	kcal per mole

Geometry as XYZ:
```
14
Properties=species:S:1:pos:R:3:lowdin_charge:R:1
C 1.407 1.761 0.223 -0.351
C -0.689 -1.086 0.291 -0.293
C -1.945 0.894 -0.437 -0.045
N 1.052 2.829 0.435 0.158
N -1.391 -0.434 -0.409 0.104
N 2.462 -0.115 -0.533 0.011
N 0.005 -1.904 0.861 0.127
N 1.568 0.503 0.092 0.036
O 2.394 -1.461 -0.321 -0.094
H -1.297 1.491 0.085 0.033
H -2.894 1.041 -0.042 0.071
H -1.875 1.100 -1.457 0.074
H -0.306 -2.823 1.019 0.085
H 1.510 -1.799 0.193 0.084
```

Formula: C3H5NO
Source: the Open Molecules 2025 dataset
Level of theory: wB97M-V/def2-TZVPD

## Properties
E_HOMO	-9.57	eV
LUMO level	0.0287	Eh
2S+1	1
ΔE to the lowest compared entry with this formula, charge and spin	41.2	kcal per mole
SMILES	C/C=N/C=O

Geometry as XYZ:
```
10
Properties=species:S:1:pos:R:3:lowdin_charge:R:1
C -0.319 -0.052 -0.009 -0.303
C 1.801 -1.016 -0.852 -0.226
C -1.233 0.901 0.722 -0.113
N 0.935 -0.042 0.163 0.072
O 1.556 -2.146 -1.121 0.068
H -1.029 -0.658 -0.588 0.117
H 2.680 -0.358 -1.120 0.119
H -0.691 1.395 1.673 0.117
H -2.122 0.386 1.193 0.078
H -1.578 1.592 -0.061 0.070
```

Formula: C3H5NO
Source: the Open Molecules 2025 dataset
Level of theory: wB97M-V/def2-TZVPD

## Properties
E_HOMO	-10.85	eV
LUMO level	0.0200	Eh
2S+1	1
ΔE to the lowest compared entry with this formula, charge and spin	41.1	kcal per mole

Geometry as XYZ:
```
10
Properties=species:S:1:pos:R:3:lowdin_charge:R:1
C 0.488 1.246 -0.870 -0.223
C -0.165 -0.996 -0.241 -0.065
C 0.228 0.389 0.212 -0.471
N 0.799 2.056 -1.608 0.183
O -0.676 0.950 1.122 0.014
H -1.262 -1.233 -0.190 0.098
H 0.119 -1.224 -1.253 0.076
H 0.193 -1.767 0.518 0.103
H 1.449 0.303 0.814 0.230
H -1.174 0.275 1.496 0.054
```

Formula: C3H5NO
Source: the Open Molecules 2025 dataset
Level of theory: wB97M-V/def2-TZVPD

## Properties
E_HOMO	-8.80	eV
LUMO level	0.0222	Eh
2S+1	1
ΔE to the lowest compared entry with this formula, charge and spin	63.3	kcal per mole
SMILES	C=CNC=O

Geometry as XYZ:
```
10
Properties=species:S:1:pos:R:3:lowdin_charge:R:1
C 0.229 0.682 -1.321 0.024
C 0.106 -0.534 -0.684 -0.293
C -0.422 0.236 1.571 -0.233
H 0.670 0.605 -2.367 0.070
H -0.184 1.592 -1.114 0.002
H 0.808 -1.338 -0.976 0.100
H 0.435 -1.700 0.688 0.214
H -0.577 -0.028 2.614 0.122
N -0.385 -0.820 0.549 -0.022
O -0.679 1.305 1.041 0.016
```

Formula: C3H5NO
Source: the Open Molecules 2025 dataset
Level of theory: wB97M-V/def2-TZVPD

## Properties
E_HOMO	-8.84	eV
LUMO level	0.0328	Eh
2S+1	1
ΔE to the lowest compared entry with this formula, charge and spin	63.8	kcal per mole

Geometry as XYZ:
```
10
Properties=species:S:1:pos:R:3:lowdin_charge:R:1
C -0.712 0.760 0.184 -0.186
O -0.805 -0.199 -0.787 -0.140
C 0.487 -0.801 -0.845 -0.230
C 1.041 -0.890 0.587 -0.024
N 0.318 0.048 1.153 -0.009
H -1.735 1.003 0.552 0.132
H -0.212 1.690 -0.152 0.120
H 0.075 0.307 2.089 0.111
H 1.173 -0.160 -1.424 0.115
H 0.371 -1.757 -1.356 0.111
```

Q: Among the records above, which one has the highest 2S+1?
A: number 4